# 1
Here is 5 unconnected molecules or ions with the total composition CH12O4 from OMol25. Energies are from ωB97M-V/def2-TZVPD.

Electronic energy: -9421.1658 eV
Highest occupied orbital energy: -11.159 eV
SMILES: C.O.O.O.O
LUMO level: 0.013 hartree
ΔE to the lowest compared entry with this formula, charge and spin: 112.2 kJ/mol

The geometry in XYZ format:
```
17
CH12O4 (ωB97M-V/def2-TZVPD)
H -0.145 -3.114 0.088
H -1.045 1.264 -1.171
C 2.130 1.296 1.288
H 1.577 -0.964 -1.244
H 2.738 1.834 1.880
H -2.088 0.012 0.676
H 0.281 -0.767 -1.740
H -0.949 2.059 0.050
O -1.588 1.795 -0.538
H 1.235 1.026 1.968
O -1.346 -0.208 1.283
H 2.486 0.340 0.888
O -0.342 -2.231 -0.245
O 1.213 -0.487 -1.995
H 1.901 1.889 0.388
H -0.396 -1.637 0.466
H -1.868 -0.665 1.983
```

=====

# 2
Here is 5 unconnected molecules or ions with the total composition CH12O4S2 from OMol25. Energies are from ωB97M-V/def2-TZVPD.

Electronic energy: -31091.9329 eV
Highest occupied orbital energy: -9.403 eV
SMILES: CSS.O.O.O.O
LUMO level: 0.011 hartree
ΔE to the lowest compared entry with this formula, charge and spin: 87.7 kJ/mol

The geometry in XYZ format:
```
19
CH12O4S2 (ωB97M-V/def2-TZVPD)
H 0.533 -2.857 2.670
H 3.337 -1.268 -0.450
S -1.107 4.177 -2.303
O 0.399 -0.737 -1.786
H -0.309 -1.197 -1.313
H 2.344 -2.338 1.003
H -4.140 2.635 -1.202
O 2.112 -3.145 1.530
H -0.026 0.111 -1.996
H 1.251 -3.279 3.899
S -1.780 2.543 -1.530
C -3.282 2.845 -0.572
O 0.357 -3.149 3.571
H -3.187 2.360 0.386
H -0.026 4.659 -1.634
O 2.581 -0.828 -0.048
H 2.013 -0.559 -0.791
H 2.352 -3.875 0.937
H -3.421 3.904 -0.370
```

=====

# 3
Here is 6 unconnected molecules or ions with the total composition CH12O6 from OMol25. Energies are from ωB97M-V/def2-TZVPD.

Electronic energy: -13516.1902 eV
Highest occupied orbital energy: -10.525 eV
SMILES: C=O.O.O.O.O.O
LUMO level: 0.016 hartree
ΔE to the lowest compared entry with this formula, charge and spin: 51.2 kJ/mol

The geometry in XYZ format:
```
19
CH12O6 (ωB97M-V/def2-TZVPD)
H -2.494 0.375 1.046
O -0.769 -2.435 0.026
H 0.091 0.248 -1.710
H -0.211 1.191 -2.847
H -0.418 -2.953 0.708
H 0.506 -1.881 -0.996
O -1.063 2.248 0.715
C 2.591 0.980 1.018
H -1.292 -1.716 0.339
H -3.498 -0.552 0.592
H 3.357 0.848 1.802
O -0.365 1.041 -1.903
H 2.466 2.013 0.652
O 1.211 -1.483 -1.592
O -2.702 -0.522 1.124
H 1.992 -1.704 -1.075
H -0.707 1.968 -0.121
H -0.403 2.142 1.387
O 1.709 0.193 0.835
```

=====

# 4
Here is 6 unconnected molecules or ions with the total composition CH12O6 from OMol25. Energies are from ωB97M-V/def2-TZVPD.

Expectation value of S²: 0.76
Electronic energy: -13503.5325 eV
2S+1: 2
Highest occupied orbital energy (spin up / spin down): -15.206 / -14.979 eV
Total charge: +1
LUMO level (spin up / spin down): -0.239 / -0.397 hartree
ΔE to the lowest compared entry with this formula, charge and spin: 201.4 kJ/mol

The geometry in XYZ format:
```
19
CH12O6 (ωB97M-V/def2-TZVPD)
H 3.128 -0.971 0.597
H -0.372 -0.377 -0.782
H 1.483 -0.697 1.036
H -2.818 1.624 0.662
H -2.661 -2.077 0.267
H 2.199 1.221 -1.612
O 2.795 -0.794 -0.272
O 1.302 1.254 -1.915
O -0.779 1.382 0.723
H 0.614 0.585 -1.888
O -3.051 -1.217 0.500
H 0.231 -1.710 -0.554
O -0.135 -1.173 -1.266
H -1.626 3.067 0.306
H 2.731 -0.188 -1.001
H 0.586 -0.014 1.923
C -1.782 1.993 0.555
O 0.613 -0.872 1.470
H -2.460 -1.039 1.251
```

=====

# 5
Here is 6 unconnected molecules or ions with the total composition CH13O6 from OMol25. Energies are from ωB97M-V/def2-TZVPD.

Electronic energy: -13533.9549 eV
Highest occupied orbital energy: -5.451 eV
Total charge: -1
LUMO level: 0.138 hartree
ΔE to the lowest compared entry with this formula, charge and spin: 113.3 kJ/mol

The geometry in XYZ format:
```
20
CH13O6 (ωB97M-V/def2-TZVPD)
O 2.899 1.314 -1.178
H 2.734 0.891 -0.317
O -1.265 -2.308 0.692
H -1.234 -2.383 -1.316
H 0.045 -0.424 -1.288
H 0.945 0.391 1.175
O -1.376 2.041 1.769
O 1.974 0.469 1.332
H 1.996 1.425 1.533
H 0.186 -2.259 -2.019
H -1.456 0.582 -1.137
C -0.508 0.334 -0.660
H 2.155 1.816 -1.499
O -0.641 -2.733 -2.001
H -1.846 -1.975 1.376
O -0.496 0.045 0.677
H -0.582 -1.550 0.663
H -1.085 1.013 1.425
H -2.332 1.965 1.723
H -0.113 1.347 -0.951
```

=====

# 6
Here is a molecular structure, CH13O9Pb from OMol25. Energies are from ωB97M-V/def2-TZVPD.

Electronic energy: -24917.4304 eV
Highest occupied orbital energy: -11.054 eV
Total charge: +1
LUMO level: -0.123 hartree
ΔE to the lowest compared entry with this formula, charge and spin: 54.1 kJ/mol

The geometry in XYZ format:
```
24
CH13O9Pb (ωB97M-V/def2-TZVPD)
C 1.985 -1.647 0.881
H -0.940 -2.243 -1.943
H 1.553 2.203 -0.455
H -0.703 0.332 2.984
H -0.926 1.218 -2.994
O 2.448 -0.936 -0.126
H -2.743 -1.609 0.357
O -2.221 -0.970 0.833
Pb -0.387 0.063 -0.185
H 0.171 1.482 2.448
H 0.454 -2.236 -2.267
O -0.132 -1.956 -1.584
H 1.794 1.980 1.023
O -0.587 0.915 2.220
O 1.262 1.645 0.279
H -1.774 2.553 0.868
O -0.217 0.815 -2.547
H -1.887 2.573 -0.643
H 3.326 -1.202 -0.341
H 0.249 0.334 -3.273
H -2.324 -1.251 1.763
O 0.809 -1.424 1.259
O -1.835 1.978 0.114
O 2.628 -2.616 1.328
```

=====

# 7
Here is 5 unconnected molecules or ions with the total composition CH14N2O4 from OMol25. Energies are from ωB97M-V/def2-TZVPD.

Electronic energy: -12434.1032 eV
Highest occupied orbital energy: -9.081 eV
SMILES: NCN.O.O.O.O
LUMO level: 0.016 hartree
ΔE to the lowest compared entry with this formula, charge and spin: 91.5 kJ/mol

The geometry in XYZ format:
```
21
CH14N2O4 (ωB97M-V/def2-TZVPD)
H -1.374 1.672 2.282
H 2.886 -0.892 -2.155
H -4.813 0.212 1.788
H 0.745 2.726 1.477
H -1.109 -0.306 0.234
H 3.557 -1.033 -3.535
H 1.191 1.177 1.088
N -1.198 0.045 1.176
H -0.425 -1.125 -2.191
H 2.738 -1.658 -0.149
H -1.585 2.014 0.618
N 0.449 1.854 1.070
H -0.712 -0.526 1.849
O 0.276 -1.363 -1.576
C -0.916 1.478 1.300
O 2.517 -0.725 -0.183
O -4.543 0.154 0.867
H -3.592 0.316 0.878
H 0.874 -1.935 -2.062
O 3.469 -1.465 -2.677
H 1.567 -0.617 -0.098
```

=====

# 8
Here is a molecular structure, CH14N2O5 from OMol25. Energies are from ωB97M-V/def2-TZVPD.

Electronic energy: -14473.1943 eV
Highest occupied orbital energy: -9.685 eV
LUMO level: -0.206 hartree
ΔE to the lowest compared entry with this formula, charge and spin: 897.2 kJ/mol

The geometry in XYZ format:
```
22
CH14N2O5 (ωB97M-V/def2-TZVPD)
N -0.150 0.406 1.829
O 1.686 -1.325 0.179
H 2.204 1.959 0.362
H 2.352 -2.056 0.158
H 1.806 -0.800 -1.371
N 1.774 1.339 0.959
H -1.268 -1.334 -0.016
H -0.240 2.121 0.614
H 2.201 0.389 0.602
O -0.867 -2.119 -0.384
O -1.492 0.506 -1.480
O -2.678 0.112 0.613
H 0.215 0.387 2.744
O 1.657 -0.579 -2.283
H 0.365 0.715 -0.222
H -2.123 0.302 -0.464
C 0.387 1.269 0.719
H -3.631 0.291 0.484
H 0.067 -1.984 -0.161
H -1.944 0.891 -2.193
H 0.827 -0.844 -2.431
H -1.149 0.354 1.742
```